A 2-piece molecular cluster, C3H10N5 overall in a non-equilibrium geometry. Source: the OMol25 dataset; level of theory: wB97M-V/def2-TZVPD.

Geometry as ORCA input:
```
! wB97M-V def2-TZVPD RIJCOSX def2/J DEFGRID3
* xyz 1 1
N 1.38 1.37 -0.06
N -1.44 0.76 0.05
N -2.36 -1.33 -0.10
N -2.75 1.27 0.04
N 1.64 0.20 -0.05
C -1.26 -0.56 -0.03
C 2.89 -0.43 0.04
C -0.05 -1.20 0.21
H -2.96 1.74 0.92
H -0.63 1.37 0.04
H 2.99 -1.13 -0.79
H -2.89 1.91 -0.73
H 2.18 2.03 -0.01
H -3.24 -0.84 0.03
H 2.91 -1.03 0.95
H 0.36 -1.99 -0.40
H 3.72 0.29 0.04
H -2.32 -2.33 -0.05
*
```

Properties
Relative energy (zero: lowest compared OMol25 entry of this formula, charge and spin) in kcal/mol: 114.55
HOMO energy in eV: -12.884
HOMO-LUMO gap in eV: 8.45



A 2-piece molecular cluster, C3H10NO overall. Source: the OMol25 dataset; level of theory: wB97M-V/def2-TZVPD.

Geometry as ORCA input:
```
! wB97M-V def2-TZVPD RIJCOSX def2/J DEFGRID3
* xyz 0 2
O 0.80 -0.67 -0.46
N -0.89 -0.43 1.94
C -0.51 -0.04 -2.37
C 0.11 0.51 2.48
C 0.82 -0.01 -1.65
H -0.57 -0.75 1.03
H 0.89 0.68 1.73
H -0.99 -1.24 2.54
H -0.55 0.54 -3.29
H -0.75 -1.08 -2.63
H -0.36 1.46 2.72
H 0.58 0.13 3.39
H -1.31 0.28 -1.70
H 1.61 -0.40 -2.31
H 1.12 1.03 -1.43
*
```

Properties
Relative energy (zero: lowest compared OMol25 entry of this formula, charge and spin) in kcal/mol: 13.94
HOMO energy (alpha / beta) in eV: -8.785 / -8.782
HOMO-LUMO gap (alpha / beta) in eV: 9.80 / 6.99



A 2-piece molecular cluster, C3H10NO overall in a non-equilibrium geometry. Source: the OMol25 dataset; level of theory: wB97M-V/def2-TZVPD.

Geometry as ORCA input:
```
! wB97M-V def2-TZVPD RIJCOSX def2/J DEFGRID3
* xyz 0 2
O -0.51 1.18 0.77
N 0.62 -1.43 -0.84
C 0.12 -1.91 0.55
C 0.09 2.36 0.97
C -0.43 -0.55 -1.41
H -0.85 0.25 -0.75
H 0.14 2.69 2.05
H 1.47 -0.89 -0.78
H 0.01 -0.07 -2.29
H -0.43 3.29 0.58
H -1.34 -1.08 -1.78
H 1.11 2.21 0.58
H 0.99 -2.47 0.88
H -0.76 -2.48 0.26
H -0.23 -1.10 1.20
*
```

Properties
Relative energy (zero: lowest compared OMol25 entry of this formula, charge and spin) in kcal/mol: 40.05
HOMO energy (alpha / beta) in eV: -8.642 / -8.629
HOMO-LUMO gap (alpha / beta) in eV: 9.54 / 6.87



A 2-piece molecular cluster, C3H10NO overall in a non-equilibrium geometry. Source: the OMol25 dataset; level of theory: wB97M-V/def2-TZVPD.

Geometry as ORCA input:
```
! wB97M-V def2-TZVPD RIJCOSX def2/J DEFGRID3
* xyz 1 1
O -0.52 -0.76 -0.80
N 0.86 1.51 -1.25
C -0.62 -1.71 1.55
C 1.33 1.80 -0.10
C -1.00 -0.66 0.56
H -2.08 -0.39 0.56
H 0.65 2.16 -2.00
H -0.17 -1.63 -0.97
H 1.82 1.09 0.54
H -0.67 0.33 0.91
H 1.05 2.84 0.16
H 0.53 0.55 -1.51
H -0.42 -2.68 1.10
H -1.37 -1.88 2.36
H 0.29 -1.36 2.09
*
```

Properties
Relative energy (zero: lowest compared OMol25 entry of this formula, charge and spin) in kcal/mol: 44.71
HOMO energy in eV: -14.473
HOMO-LUMO gap in eV: 8.86



A 2-piece molecular cluster, C3H10NO overall in a non-equilibrium geometry. Source: the OMol25 dataset; level of theory: wB97M-V/def2-TZVPD.

Geometry as ORCA input:
```
! wB97M-V def2-TZVPD RIJCOSX def2/J DEFGRID3
* xyz 1 1
O -0.74 0.49 0.12
N 1.02 -1.33 -0.64
C 2.52 -1.37 -0.79
C -1.26 1.53 0.47
C -2.62 1.56 1.08
H 3.00 -0.61 -0.18
H -2.41 1.46 2.15
H -3.17 0.70 0.76
H -3.14 2.49 0.97
H 0.59 -1.36 0.28
H 2.72 -1.10 -1.83
H -0.69 2.47 0.39
H 0.64 -0.47 -1.03
H 0.69 -2.09 -1.22
H 2.86 -2.36 -0.53
*
```

Properties
Relative energy (zero: lowest compared OMol25 entry of this formula, charge and spin) in kcal/mol: 7.68
HOMO energy in eV: -14.149
HOMO-LUMO gap in eV: 10.84



A 2-piece molecular cluster, C3H10NO2 overall in a non-equilibrium geometry. Source: the OMol25 dataset; level of theory: wB97M-V/def2-TZVPD.

Geometry as ORCA input:
```
! wB97M-V def2-TZVPD RIJCOSX def2/J DEFGRID3
* xyz -1 1
O 2.79 -0.26 1.23
O 0.92 -0.79 -0.62
N -0.43 1.56 -0.27
C -0.38 -0.83 -1.02
C -1.83 -0.05 0.95
C -1.33 0.31 -0.44
H 2.08 0.32 0.93
H -0.39 -0.75 -2.16
H -0.87 -1.77 -0.74
H 2.68 -0.95 0.56
H -2.84 -0.53 0.88
H -2.12 0.65 -1.11
H 0.37 1.15 0.17
H -1.04 -0.58 1.51
H -2.03 0.78 1.60
H -0.21 1.65 -1.26
*
```

Properties
Relative energy (zero: lowest compared OMol25 entry of this formula, charge and spin) in kcal/mol: 19.72
HOMO energy in eV: -3.021
HOMO-LUMO gap in eV: 7.40



A 2-piece molecular cluster, C3H10NO2 overall in a non-equilibrium geometry. Source: the OMol25 dataset; level of theory: wB97M-V/def2-TZVPD.

Geometry as ORCA input:
```
! wB97M-V def2-TZVPD RIJCOSX def2/J DEFGRID3
* xyz -1 1
O -1.19 -0.10 2.27
O -0.27 -0.94 0.15
N 0.78 0.22 -1.61
C -2.59 -0.15 2.12
C 0.74 -0.08 -0.15
C 2.11 0.48 -2.12
H 0.33 -0.60 -2.04
H -3.05 -1.04 2.64
H 1.74 -0.47 0.15
H 2.81 -0.34 -1.93
H -2.85 -0.21 1.06
H 0.65 0.91 0.36
H 2.08 0.65 -3.21
H -0.77 -0.50 1.39
H -3.02 0.76 2.56
H 2.50 1.39 -1.63
*
```

Properties
Relative energy (zero: lowest compared OMol25 entry of this formula, charge and spin) in kcal/mol: 19.88
HOMO energy in eV: -3.418
HOMO-LUMO gap in eV: 7.59



A 2-piece molecular cluster, C3H10NO2 overall in a non-equilibrium geometry. Source: the OMol25 dataset; level of theory: wB97M-V/def2-TZVPD.

Geometry as ORCA input:
```
! wB97M-V def2-TZVPD RIJCOSX def2/J DEFGRID3
* xyz 0 2
O -0.64 1.82 -1.49
O -1.76 -2.32 -0.47
N 0.52 -0.95 0.04
C 0.14 1.40 0.72
C -0.08 2.33 -0.48
C 1.20 0.37 0.30
H 1.77 0.70 -0.57
H -0.35 -0.98 -0.54
H 1.07 -1.60 -0.55
H 0.72 3.10 -0.51
H -1.57 -3.21 -0.73
H 0.24 -1.39 0.92
H -0.78 0.84 0.97
H 0.33 1.97 1.63
H -2.70 -2.25 -0.38
H 1.88 0.18 1.13
*
```

Properties
Relative energy (zero: lowest compared OMol25 entry of this formula, charge and spin) in kcal/mol: 38.81
HOMO energy (alpha / beta) in eV: -3.424 / -6.795
HOMO-LUMO gap (alpha / beta) in eV: 3.21 / 6.45



A 2-piece molecular cluster, C3H10NO2 overall in a non-equilibrium geometry. Source: the OMol25 dataset; level of theory: wB97M-V/def2-TZVPD.

Geometry as ORCA input:
```
! wB97M-V def2-TZVPD RIJCOSX def2/J DEFGRID3
* xyz 1 1
O 1.37 -0.39 1.27
O 1.52 0.60 -1.52
N -0.65 -0.53 -0.29
C -0.84 0.35 0.97
C 0.54 0.40 1.61
C -1.86 -0.47 -1.15
H -1.85 -1.12 -2.02
H -2.07 0.54 -1.46
H 2.21 0.02 -1.86
H 0.74 1.23 2.32
H -1.70 -0.11 1.51
H 0.16 -0.10 -0.81
H -2.65 -0.81 -0.43
H 1.31 1.29 -2.17
H -1.27 1.23 0.46
H -0.50 -1.51 -0.06
*
```

Properties
Relative energy (zero: lowest compared OMol25 entry of this formula, charge and spin) in kcal/mol: 29.48
HOMO energy in eV: -14.811
HOMO-LUMO gap in eV: 11.43



A 2-piece molecular cluster, C3H10NO2 overall. Source: the OMol25 dataset; level of theory: wB97M-V/def2-TZVPD.

Geometry as ORCA input:
```
! wB97M-V def2-TZVPD RIJCOSX def2/J DEFGRID3
* xyz 1 1
O -3.19 0.16 0.92
O 1.91 -0.47 -1.96
N -0.60 1.07 1.00
C 0.88 -0.76 0.17
C 0.50 0.70 0.04
C 1.88 -1.09 -0.94
H -0.91 2.03 0.87
H -1.48 0.51 0.93
H 0.04 -1.43 -0.03
H 1.34 -1.02 1.13
H 2.56 -1.95 -0.80
H -3.56 -0.36 0.20
H 1.34 1.36 0.24
H -0.27 0.97 1.96
H -3.86 0.24 1.60
H 0.13 0.93 -0.95
*
```

Properties
Relative energy (zero: lowest compared OMol25 entry of this formula, charge and spin) in kcal/mol: 16.24
HOMO energy in eV: -13.715
HOMO-LUMO gap in eV: 10.24